Density functional theory data (ωB97M-V with the def2-TZVPD basis set) for a 2-piece molecular cluster, C2H8S3 overall.

The calculation puts the energy relative to the best compared isomer or geometry (same formula, charge and spin) at 59.7 kJ/mol. As for the HOMO energy (spin up / spin down): -0.4045 / -0.4044 hartree. The lowest unoccupied orbital energy (spin up / spin down) comes out at -5.35 / -8.87 eV. The total charge is +1. Its spin multiplicity is 2. The HOMO-LUMO gap (spin up / spin down) is 5.7 / 2.1 eV.

Each atom is followed by the atoms it is bonded to, with distances in Å.
Cartesian coordinates (Å):
1 C -2.672 0.005 3.113  S2 1.902, H3 1.081, H4 1.079, H5 1.091
2 S -2.367 -1.861 3.319  C1 1.902, H6 1.362
3 H -2.215 0.539 3.935  C1 1.081
4 H -2.541 0.277 2.077  C1 1.079
5 H -3.743 0.006 3.321  C1 1.091
6 H -3.676 -2.085 3.014  S2 1.362
7 C 2.698 1.290 -3.018  S8 1.816, H10 1.089, H11 1.094, H12 1.089
8 S 2.815 -0.423 -3.613  C7 1.816, S9 2.060
9 S 1.626 -1.536 -2.351  S8 2.060, H13 1.345
10 H 3.596 1.618 -2.498  C7 1.089
11 H 1.859 1.372 -2.323  C7 1.094
12 H 2.466 1.996 -3.814  C7 1.089
13 H 2.155 -1.198 -1.162  S9 1.345

These are the Mulliken partial charges, in e, on atoms 1 to 8: -0.7289 -0.2035 0.2797 0.2732 0.2459 0.1340 -0.7206 0.3440

---

Density functional theory data (ωB97M-V with the def2-TZVPD basis set) for a 2-piece molecular cluster, C2H8S3 overall.

The calculation puts the energy relative to the best compared isomer or geometry (same formula, charge and spin) at 135.1 kJ/mol. As for the HOMO energy (spin up / spin down): -0.4869 / -0.4422 hartree. The lowest unoccupied orbital energy (spin up / spin down) comes out at -3.79 / -8.56 eV. The total charge is +1. Its spin multiplicity is 2. The HOMO-LUMO gap (spin up / spin down) is 9.5 / 3.5 eV.

Each atom is followed by the atoms it is bonded to, with distances in Å.
Cartesian coordinates (Å):
1 S 1.228 -2.347 3.061  S2 2.090, H3 1.334
2 S 2.287 -1.203 1.670  S1 2.090, H4 1.374
3 H 1.996 -3.438 3.056  S1 1.334
4 H 1.105 -0.697 1.184  S2 1.374
5 C 0.510 0.200 -1.133  S6 1.821, H8 1.131, H9 1.203, H10 1.139
6 S -0.197 1.417 0.023  C5 1.821, C7 1.987
7 C -1.952 1.507 -0.905  S6 1.987, H11 1.090, H12 1.123, H13 1.081
8 H 1.567 0.599 -1.195  C5 1.131
9 H -0.130 -0.006 -2.130  C5 1.203
10 H 0.328 -0.693 -0.450  C5 1.139
11 H -2.529 1.922 -0.079  C7 1.090
12 H -1.884 2.168 -1.811  C7 1.123
13 H -2.329 0.570 -1.292  C7 1.081

These are the Mulliken partial charges, in e, on atoms 1 to 8: -0.0696 0.0809 0.2228 0.0135 -0.7232 0.2644 -0.8258 0.3532

---

Density functional theory data (ωB97M-V with the def2-TZVPD basis set) for an isolated ion of composition C2H9BN and charge +1.

The calculation puts the energy relative to the best compared isomer or geometry (same formula, charge and spin) at 138.3 kJ/mol. As for the HOMO energy: -0.5723 hartree. The lowest unoccupied orbital energy comes out at -4.65 eV. The total charge is +1. Its SMILES is CBC[NH3+]. Its spin multiplicity is 1. The HOMO-LUMO gap is 10.9 eV.

Each atom is followed by the atoms it is bonded to, with distances in Å.
Cartesian coordinates (Å):
1 B -0.813 0.432 0.145  C2 1.590, C3 1.857, H6 1.168
2 C -1.924 -0.551 -0.426  B1 1.590, H5 1.054, H7 1.090, H8 1.096
3 C 0.802 -0.271 0.733  B1 1.857, N4 1.518, H9 1.138, H10 1.128
4 N 1.733 0.557 -0.133  C3 1.518, H11 1.020, H12 0.996, H13 1.056
5 H -2.824 -0.367 0.091  C2 1.054
6 H -0.863 1.565 0.422  B1 1.168
7 H -1.415 -1.486 -0.659  C2 1.090
8 H -2.050 -0.314 -1.490  C2 1.096
9 H 1.105 -0.554 1.793  C3 1.138
10 H 0.752 -1.325 0.333  C3 1.128
11 H 1.442 0.236 -1.056  N4 1.020
12 H 2.714 0.605 0.035  N4 0.996
13 H 1.340 1.474 0.212  N4 1.056

These are the Mulliken partial charges, in e, on atoms 1 to 8: 0.1970 -0.8102 -0.6174 -0.3049 0.3037 -0.0232 0.3162 0.3272

---

Density functional theory data (ωB97M-V with the def2-TZVPD basis set) for one molecule with the formula C2H9BNOP.

As for the HOMO energy: -0.3068 hartree. The lowest unoccupied orbital energy comes out at 0.43 eV. The total charge is 0. Its SMILES is CN(C)B(O)P. Its spin multiplicity is 1. The HOMO-LUMO gap is 8.8 eV.

Each atom is followed by the atoms it is bonded to, with distances in Å.
Cartesian coordinates (Å):
1 C -1.055 -1.137 0.453  N2 1.512, H7 1.170, H8 1.193, H9 1.182
2 N -0.436 0.182 0.047  C1 1.512, C3 1.513, B4 1.517
3 C -1.026 0.746 -1.227  N2 1.513, H10 1.173, H11 1.193, H12 1.177
4 B 1.081 0.147 0.034  N2 1.517, O5 1.476, P6 1.953
5 O 1.950 -0.043 -1.144  B4 1.476, H13 1.002
6 P 1.942 0.435 1.763  B4 1.953, H14 1.459, H15 1.458
7 H -1.096 -1.950 -0.388  C1 1.170
8 H -2.160 -0.909 0.840  C1 1.193
9 H -0.456 -1.572 1.374  C1 1.182
10 H -1.775 0.032 -1.781  C3 1.173
11 H -1.659 1.704 -0.904  C3 1.193
12 H -0.236 1.140 -2.005  C3 1.177
13 H 1.785 -0.915 -1.610  O5 1.002
14 H 0.877 0.285 2.749  P6 1.459
15 H 2.266 1.856 1.799  P6 1.458

These are the Mulliken partial charges, in e, on atoms 1 to 8: -0.9007 -0.1152 -0.7853 0.5044 -0.5380 -0.2612 0.2770 0.2924

---

E_tot, record by record: -34699.9798; -34699.1987; -4377.2616; -15721.8912 eV